Computed, not measured: an isolated molecule of C29H39ClN7O2P in a non-equilibrium geometry, with ωB97M-V with the def2-TZVPD basis set.

Results
Frontier orbital gap   7.7 eV
HOMO   -7.0 eV
Largest force on an atom   1.590 eV/A
M   584.105 g/mol

Each line ends with the Mulliken charge.
Positions of all 79 atoms, in Å:
C: 0.97905 6.00124 0.53445  -0.93
O: -0.12695 5.14213 0.42739  -0.53
C: 0.03813 3.93156 -0.20073  0.76
C: 1.23612 3.46861 -0.70530  -0.19
C: 1.33414 2.21994 -1.33818  0.33
N: 2.56340 1.81741 -1.85313  0.10
C: 2.64179 0.63651 -2.68480  -1.45
C: 2.77298 -0.65147 -1.86551  0.50
C: 4.01142 -0.57038 -0.96059  -0.72
N: 4.18235 -1.82870 -0.26191  0.27
C: 5.52505 -2.29155 0.00115  -0.96
C: 6.08666 -1.83499 1.35211  -0.44
N: 5.20304 -2.28811 2.40904  -0.15
C: 5.73197 -1.99626 3.72169  -1.08
C: 3.87877 -1.72406 2.22271  -0.52
C: 3.31855 -2.14035 0.85501  -0.65
C: 3.90785 0.70840 -0.11201  0.10
C: 3.74592 1.93081 -1.02578  -1.50
C: 0.16156 1.48199 -1.49167  -0.79
C: -1.04416 1.94734 -0.99965  -1.21
C: -1.12839 3.15085 -0.32111  0.25
N: -2.30881 3.66262 0.21246  -0.09
C: -3.44645 3.02172 0.55259  0.22
N: -4.42016 3.80963 1.02830  -0.76
C: -5.55708 3.21856 1.35182  -0.34
C: -5.74501 1.85690 1.22887  0.17
Cl: -7.25249 1.09929 1.63705  -0.23
C: -4.65439 1.09237 0.75760  0.27
N: -4.77838 -0.25093 0.61437  0.06
C: -3.81341 -1.17265 0.24632  -0.05
C: -2.44992 -0.94312 0.42149  -1.18
C: -1.53080 -1.89898 0.03564  -0.27
C: -1.94883 -3.09952 -0.51516  -1.01
C: -3.30141 -3.34219 -0.67594  -0.21
C: -4.23926 -2.39096 -0.30535  0.58
P: -6.03380 -2.66047 -0.49232  1.24
C: -6.54379 -1.59728 -1.90056  -1.13
C: -6.27527 -4.36905 -1.10321  -1.34
O: -6.80316 -2.39860 0.73866  -0.85
N: -3.52545 1.69711 0.41355  -0.09
H: 0.60984 6.89431 1.03675  0.26
H: 1.77910 5.55608 1.13521  0.35
H: 1.37264 6.27643 -0.44948  0.36
H: 2.11623 4.08553 -0.63221  0.57
H: 1.77334 0.59977 -3.34295  0.60
H: 3.53186 0.74864 -3.31546  0.46
H: 1.88116 -0.78549 -1.25332  -0.63
H: 2.86501 -1.51311 -2.52686  0.46
H: 4.88865 -0.46580 -1.61249  0.35
H: 6.18619 -1.97142 -0.80619  0.45
H: 5.49234 -3.38733 0.01002  0.41
H: 7.07071 -2.28524 1.50521  0.51
H: 6.20786 -0.73506 1.36488  0.20
H: 5.05698 -2.39990 4.47519  0.33
H: 6.70330 -2.47735 3.82887  0.34
H: 5.85381 -0.91533 3.90368  0.37
H: 3.22469 -2.11543 3.00645  0.51
H: 3.89877 -0.62310 2.31385  0.23
H: 2.34177 -1.68004 0.70601  0.03
H: 3.18849 -3.22891 0.86614  0.48
H: 3.03684 0.65103 0.54428  0.10
H: 4.80215 0.83485 0.50040  0.32
H: 3.69736 2.83335 -0.41842  0.43
H: 4.61551 2.01248 -1.68794  0.37
H: 0.16219 0.52916 -1.99382  0.39
H: -1.93621 1.35981 -1.12756  0.66
H: -2.28148 4.64087 0.46657  0.31
H: -6.34202 3.86294 1.72329  0.42
H: -5.69608 -0.63615 0.82707  0.09
H: -2.12591 -0.01325 0.85621  0.54
H: -0.47719 -1.70800 0.17586  0.57
H: -1.22668 -3.84445 -0.81348  0.41
H: -3.62810 -4.27977 -1.09866  0.35
H: -5.97377 -1.82251 -2.79669  0.37
H: -6.40425 -0.55179 -1.63281  0.32
H: -7.60389 -1.77205 -2.07813  0.40
H: -5.90577 -5.06392 -0.35131  0.39
H: -7.35189 -4.50564 -1.19811  0.38
H: -5.79492 -4.54953 -2.05949  0.37